21
Properties=species:S:1:pos:R:3:forces:R:3 method="wB97M-V/def2-TZVPD" e_above_lowest_kj_mol=127.36 total_charge=+1
C -0.720296 1.309694 -0.764261 -1.198 0.380 0.949
O -1.798311 1.860339 -1.533260 0.084 -0.778 0.507
C 0.369034 0.917536 -1.716134 0.668 -0.582 -1.485
N 1.648033 0.656326 -0.990628 -0.453 -0.285 1.466
H -1.116214 0.442223 -0.195035 0.535 0.382 -0.277
H -0.327628 2.060431 0.002685 -0.600 -0.664 -1.011
H -2.556200 1.234388 -1.495584 0.755 0.773 -0.060
H 0.126763 -0.003690 -2.312200 0.184 0.910 0.597
H 0.590249 1.732744 -2.405225 -0.346 -0.019 -0.067
H 1.487478 -0.180057 -0.362422 0.112 0.084 0.161
H 1.887868 1.432979 -0.368613 -0.160 0.033 -0.039
H 2.475194 0.486114 -1.529530 0.356 -0.197 -0.916
C -0.555366 -2.460864 0.721518 -0.841 0.154 -0.516
S 0.829154 -1.492444 1.281743 0.740 -0.082 -0.201
C 0.153264 -0.178481 2.311826 -0.837 -0.863 0.458
H -1.492279 -1.985516 0.960637 -0.320 0.419 0.271
H -0.587345 -3.415989 1.201699 0.217 -0.609 0.211
H -0.585659 -2.584852 -0.362677 0.393 -0.081 0.097
H 1.063468 0.329775 2.601181 -0.095 0.592 0.164
H -0.552038 0.417208 1.716531 0.368 0.082 0.616
H -0.339169 -0.577864 3.237749 0.437 0.351 -0.927


36
Properties=species:S:1:pos:R:3:forces:R:3 method="wB97M-V/def2-TZVPD" e_above_lowest_kj_mol=190.30 smiles=CCCC#N.CCCC#N.CCCC#N
C 0.253082 1.463585 0.375232 -0.724 2.517 0.033
C -0.525468 2.819045 0.153432 0.529 -0.858 -0.310
C -0.270598 3.831435 1.315452 0.842 -1.526 0.851
C 1.098212 3.799505 1.894282 2.459 0.671 -0.224
N 2.174502 3.803185 2.352252 -2.337 -0.167 -0.877
H 0.184022 1.298655 1.450472 -0.130 -0.319 -0.158
H 1.308562 1.578295 0.128462 -0.056 0.108 0.014
H -0.139188 0.619785 -0.192408 -0.045 0.930 0.161
H -1.582948 2.554805 0.157832 -0.136 0.282 0.130
H -0.320518 3.163875 -0.860078 0.167 0.498 0.196
H -0.709498 3.335465 2.181172 -1.095 0.273 0.070
H -0.624048 4.861445 1.267932 -0.053 -0.234 -0.386
C 1.114022 -1.029325 0.888262 0.929 -0.220 0.244
C 2.449772 -1.386675 0.191372 -0.771 -1.366 -0.284
C 3.347472 -0.305645 -0.426328 0.075 0.551 0.915
C 3.062402 0.124055 -1.773298 -0.995 -0.040 -3.099
N 2.822822 0.381505 -2.887408 0.458 -0.325 2.291
H 0.295712 -0.951305 0.172462 0.501 -0.235 0.460
H 1.170712 -0.095445 1.447522 0.288 -0.753 0.010
H 0.863932 -1.817185 1.598782 0.015 -0.132 -0.060
H 2.152642 -2.122965 -0.555418 0.161 0.175 -0.617
H 3.021272 -2.062375 0.827712 0.380 0.627 0.422
H 4.401712 -0.581785 -0.405728 -0.030 -0.208 0.074
H 3.282052 0.619465 0.146372 0.117 -0.016 0.459
C -2.386908 -0.657295 -0.162798 0.161 0.148 -0.734
C -1.783698 -1.666885 -1.155788 -0.419 0.030 0.306
C -2.266568 -3.109885 -0.963318 1.075 -0.803 0.155
C -3.661498 -3.421035 -1.148068 5.173 1.933 0.425
N -4.735868 -3.627545 -1.299698 -6.129 -1.300 -0.805
H -2.141708 -0.824185 0.886072 0.065 -0.473 -0.030
H -3.470858 -0.598625 -0.261338 0.025 0.061 0.005
H -1.935138 0.307155 -0.394808 -0.554 0.111 -0.052
H -0.697598 -1.587895 -1.108238 -0.037 -0.634 0.190
H -1.950638 -1.402995 -2.200108 -0.547 0.295 0.055
H -2.059948 -3.544495 0.014682 0.448 0.385 0.292
H -1.740208 -3.767705 -1.654938 0.188 0.016 -0.122


Which HOMO belongs to each record? In order, -12.9, -11.5 eV.
Which Kohn-Sham gap belongs to each record? In order, 9.60, 12.02 eV.